No. 1
Here is a 10-piece molecular cluster, C38H105N9O10 overall at a distorted geometry from the Open Molecules 2025 dataset. Energies are from the ωB97M-V functional and the def2-TZVPD basis.

ORCA input file:
```
! RIJCOSX wB97M-V def2-TZVPD def2/J DEFGRID3
* xyz 0 1
O 2.922 4.280 24.536
O 2.224 5.443 15.529
O 0.727 -4.637 19.503
O -3.220 -0.593 19.631
O -1.881 3.355 19.509
O 3.449 -2.305 20.729
O 6.045 4.255 15.961
O -0.349 -1.168 16.040
O -2.061 3.754 23.658
O 2.139 0.287 21.014
N 3.242 -3.244 23.363
N 0.057 5.387 19.868
N -6.681 -1.702 20.394
N -3.054 3.902 26.390
N -3.446 -2.560 14.579
N 2.327 -7.095 21.660
N -1.081 4.976 17.023
N 2.840 5.880 21.141
N 3.729 6.231 18.069
C -3.697 3.070 25.354
C 4.282 -2.280 22.975
C -5.194 2.976 25.584
C 5.375 4.504 18.826
C 1.164 -5.248 20.694
C 5.017 5.560 17.778
C -1.806 -3.610 16.188
C 1.703 1.092 19.930
C -2.476 -2.337 15.670
C -1.298 6.380 21.615
C -5.205 -1.828 20.416
C 4.888 4.945 16.395
C 4.626 -2.461 21.518
C 1.215 -7.494 19.547
C 1.792 2.559 20.322
C 0.805 5.465 15.602
C 3.662 -2.665 19.379
C -0.976 5.097 20.879
C -4.631 -0.569 19.794
C 4.575 6.041 22.862
C -3.035 2.600 19.195
C -2.218 4.475 20.289
C -4.803 -3.056 19.622
C 3.456 5.197 22.295
C 3.280 2.936 24.350
C 0.402 4.893 16.931
C 1.968 -6.481 20.376
C 0.321 -3.289 19.677
C 5.515 -2.457 23.840
C -1.450 -1.324 15.179
C -1.381 2.541 23.467
C 2.406 4.868 23.348
C 0.891 3.457 17.102
C 2.717 5.790 14.276
C -2.490 -0.680 20.817
C -3.432 3.611 23.964
C -0.688 -0.505 17.227
C 7.115 5.092 15.633
H 1.575 3.109 19.405
H 5.217 -2.534 24.887
H -2.624 0.228 21.428
H 4.656 5.758 15.692
H -1.432 -0.769 20.567
H -3.865 4.616 23.893
H -5.420 2.723 26.620
H -1.463 -3.472 17.213
H -3.473 2.198 20.112
H 2.084 5.310 20.766
H -7.123 -2.459 20.897
H -2.176 6.277 22.259
H -3.293 2.058 25.451
H -6.954 -0.834 20.841
H 5.633 4.963 19.781
H -1.368 4.424 17.821
H -5.035 -0.399 18.795
H -0.544 4.404 21.606
H 2.391 2.317 24.169
H -2.993 -3.182 13.906
H -2.261 4.384 25.973
H 0.345 4.916 14.765
H 2.256 6.705 13.874
H -1.463 4.518 16.199
H 2.689 -6.445 22.347
H 4.166 6.966 23.287
H -2.744 5.196 19.639
H -0.945 -3.855 15.559
H 2.401 6.740 21.465
H -4.204 -3.137 14.934
H 3.545 6.193 19.072
H -0.732 -3.291 19.994
H 3.886 4.287 21.866
H 5.803 6.322 17.781
H -3.027 -1.870 16.495
H -2.722 1.782 18.549
H -1.360 -1.132 17.817
H 5.077 -3.444 21.336
H -3.668 4.648 26.701
H 3.735 -3.751 19.235
H -2.488 -4.458 16.136
H -5.693 3.922 25.354
H 6.197 -1.605 23.793
H -4.878 0.320 20.400
H 1.745 -4.541 21.298
H 3.926 -1.248 23.114
H -3.756 3.211 18.638
H -1.946 -0.361 14.981
H 2.707 -2.910 24.153
H -1.131 0.479 16.998
H 0.377 2.968 17.932
H 2.573 5.007 13.517
H 0.211 4.517 19.367
H 2.991 -7.849 21.562
H 2.898 -6.190 19.867
H 1.873 -8.254 19.131
H -0.319 2.758 23.335
H 2.997 5.668 17.639
H -0.442 6.694 22.206
H -4.882 -1.896 21.463
H -5.154 -3.986 20.069
H 5.183 5.539 23.608
H 3.787 5.971 14.373
H 0.654 0.882 19.685
H 4.569 3.773 18.950
H 1.866 5.780 23.615
H 0.203 -0.201 17.776
H -2.746 -1.539 21.447
H 0.828 5.531 17.710
H 0.664 2.877 16.200
H -2.931 4.232 21.091
H -0.361 6.036 19.202
H -1.579 7.173 20.913
H 2.603 -3.332 22.584
H 7.825 5.181 16.464
H 0.308 -5.528 21.335
H 2.781 2.837 20.675
H 6.247 3.921 18.504
H -5.303 -2.969 18.652
H -1.070 -1.643 14.201
H 1.652 4.173 22.937
H 3.988 2.800 23.526
H -1.711 2.062 22.533
H -1.465 1.858 24.315
H 7.662 4.652 14.794
H 0.471 6.509 15.522
H 0.736 -6.984 18.705
H 3.758 2.599 25.268
H 4.069 4.222 16.398
H -5.647 2.203 24.958
H 6.067 -3.360 23.574
H 0.947 -2.713 20.361
H 0.335 -2.842 18.681
H 1.046 2.733 21.097
H 0.426 -7.944 20.148
H -3.730 -3.110 19.442
H 2.824 -2.295 18.792
H 5.332 -1.670 21.234
H 5.218 6.374 22.042
H 1.974 3.410 17.240
H 4.602 -2.263 18.980
H 2.294 0.907 19.025
H -3.940 3.035 23.170
H 6.787 6.089 15.322
H 2.652 -0.471 20.708
*
```

Output
- ΔE to the lowest compared entry with this formula, charge and spin: 42.0 kJ/mol
- E_tot: -2755.84922 Ha
- E_HOMO: -8.46 eV
- LUMO energy: 0.31 eV
- Structure (SMILES): COC[C@H](C)N.COC[C@H](C)N.COC[C@H](C)N.COC[C@H](C)N.COC[C@H](C)N.COC[C@H](C)N.COC[C@H](C)N.COC[C@H](C)N.COC[C@H](C)N.CCO

No. 2
Here is C38H108F6NO22S2V as an isolated structure at a distorted geometry from the Open Molecules 2025 dataset. Energies are from the ωB97M-V functional and the def2-TZVPD basis.

ORCA input file:
```
! RIJCOSX wB97M-V def2-TZVPD def2/J DEFGRID3
* xyz 1 4
V -1.814 -0.371 1.781
S 0.296 -0.535 -0.863
S -1.209 1.541 -0.658
F 1.059 2.488 0.297
F 0.500 -2.709 0.693
F 2.419 -2.085 -0.255
F 1.571 -1.017 1.404
F -0.689 3.595 1.065
F 0.114 3.878 -0.999
O -1.220 7.543 -4.084
O 4.076 2.716 3.210
O 4.383 5.104 2.062
O -1.283 1.518 -2.125
O 6.957 -1.534 1.859
O 5.149 -1.019 -4.308
O -1.874 -4.477 0.742
O -6.183 -0.384 -2.623
O -5.715 0.728 -0.115
O 2.468 -5.896 2.059
O -2.483 6.134 3.045
O -0.454 -1.475 -1.690
O 3.346 0.842 -5.233
O -2.690 -1.963 0.498
O -3.942 0.437 1.958
O 0.013 -4.467 2.909
O 3.456 -2.929 5.953
O -2.468 1.783 0.011
O 1.297 0.319 -1.454
O -3.135 5.576 -3.647
O -0.953 1.280 3.062
O 2.549 -6.303 -3.229
N -0.647 0.129 0.192
C -0.118 2.995 -0.027
C 2.408 -4.857 -3.430
C 4.301 0.549 2.239
C 2.145 -2.676 5.509
C 4.413 -0.471 -2.057
C -3.223 4.176 -3.649
C 1.191 -4.256 -2.770
C -3.084 5.920 0.808
C 6.701 -2.833 1.357
C -0.616 7.828 -2.863
C 0.415 1.477 3.099
C 3.186 5.669 1.619
C -2.146 3.659 -4.593
C 1.658 -0.823 -4.688
C -0.444 -6.777 3.419
C -6.137 2.087 -0.011
C -0.148 6.481 -2.342
C -3.545 -1.618 -0.564
C 2.606 -5.289 0.818
C -4.802 -2.428 -0.299
C -4.166 0.372 -3.551
C 2.017 0.715 -4.741
C 6.221 -2.658 -0.047
C -5.742 2.834 -1.306
C -1.647 -5.587 -0.066
C -2.395 -5.316 -1.430
C -3.536 6.407 2.183
C 1.288 -1.695 0.313
C 2.258 -2.464 4.016
C -5.532 -0.183 -3.876
C 1.019 0.876 4.398
C 3.881 -5.729 0.094
C -5.468 -0.356 3.563
C 2.015 5.133 2.504
C -4.629 0.851 3.115
C -0.036 -5.411 4.009
C 4.661 2.043 2.143
C 5.602 -0.446 -3.067
H 7.577 -3.481 1.409
H 5.924 0.581 -3.239
H 3.911 -6.731 -0.335
H -0.635 -7.529 4.185
H 0.791 1.441 5.302
H -1.917 6.892 -3.973
H -2.490 3.979 -5.576
H -4.837 -1.232 3.712
H 4.645 -0.109 1.441
H 0.559 -0.073 4.673
H 3.503 1.658 -5.714
H 3.278 -6.542 -3.807
H 6.795 -1.503 2.805
H 4.220 2.393 1.210
H 0.909 -3.238 -3.038
H -4.417 5.851 2.505
H -6.913 -0.984 -2.794
H -3.039 3.764 -2.657
H 1.051 5.546 2.206
H -4.184 1.089 -2.730
H 1.516 -3.535 5.744
H 5.721 2.251 1.998
H 2.315 -1.392 -4.030
H -2.018 -4.406 -1.896
H -1.431 1.921 3.592
H -4.212 3.852 -3.973
H 1.383 1.350 -5.361
H -6.038 0.494 -4.564
H -3.885 5.878 -3.130
H 4.907 5.159 1.260
H -3.727 -0.544 -0.544
H 0.626 -0.907 -4.347
H -6.104 -0.131 4.419
H -4.566 0.522 1.234
H -2.498 -2.903 0.478
H 0.285 -4.797 -3.045
H 1.727 -1.237 -5.694
H 3.236 6.743 1.794
H 2.017 1.114 -3.727
H -3.109 -1.885 -1.527
H -5.595 -2.307 -1.037
H -2.127 -6.131 -2.103
H 0.360 -7.181 2.805
H -0.588 -5.747 -0.267
H 4.773 -5.669 0.718
H 1.718 -1.787 5.972
H 2.384 -4.553 -4.477
H 1.689 -5.422 0.243
H 3.949 -5.121 -0.808
H 2.137 5.351 3.565
H 5.898 -3.259 1.958
H 4.021 -1.482 -1.946
H -7.226 2.115 -0.011
H -1.316 8.325 -2.191
H -0.764 -5.083 4.751
H 0.363 6.599 -1.387
H 3.227 0.520 2.421
H -6.191 2.492 -2.238
H 1.226 -4.338 -1.684
H 4.473 -0.422 -4.637
H -1.754 6.748 2.933
H -4.644 -3.505 -0.345
H 0.930 -5.482 4.508
H -5.200 1.764 2.946
H -5.501 -1.101 -4.462
H -2.911 4.846 0.755
H -1.381 -4.580 1.559
H 2.623 -3.371 3.535
H 4.623 -0.126 -1.045
H -5.113 -2.180 0.716
H -3.692 7.482 2.104
H 2.075 0.624 4.306
H 6.431 -1.029 -2.665
H 3.435 -2.766 6.899
H 2.714 -4.217 0.985
H -0.965 5.763 -2.284
H -6.089 3.859 -1.176
H -3.469 -5.195 -1.289
H -5.890 0.380 -0.992
H -0.277 -3.595 3.190
H 3.224 -4.345 -2.921
H -4.668 2.841 -1.491
H 5.966 -3.630 -0.468
H 0.636 2.541 3.011
H 1.734 -5.492 2.528
H -1.196 4.150 -4.385
H -5.674 2.608 0.827
H -3.851 1.031 -4.360
H 4.191 3.651 3.022
H 0.922 1.000 2.261
H -1.331 -6.713 2.789
H -6.096 -0.681 2.733
H 0.574 6.024 -3.019
H 2.887 -1.623 3.723
H 0.152 8.544 -3.158
H -2.151 6.433 0.575
H 1.290 -2.199 3.590
H -2.006 2.580 -4.523
H -1.954 -6.493 0.457
H 4.750 0.226 3.178
H 3.604 0.157 -2.431
H -3.886 1.139 3.858
H 7.048 -2.307 -0.663
H -3.348 -0.338 -3.430
H 5.327 -2.044 -0.160
H 1.896 4.050 2.468
H -3.802 6.128 0.015
H 3.070 5.579 0.538
*
```

Output
- E_tot: -5561.78557 Ha
- E_HOMO (spin up / spin down): -10.89 / -10.89 eV
- LUMO energy (spin up / spin down): -3.65 / -3.94 eV

- E_tot of number 1 (C38H105N9O10)?
  -2755.84922 Ha

- Which formula does entry 2 have?
  C38H108F6NO22S2V

- Among the records above, which one has the lowest E_tot?
  C38H108F6NO22S2V

- The highest E_tot belongs to which entry?
  C38H105N9O10